Entry 1:
Formula: C26H57ClFI2N15O9P
Source: the Open Molecules 2025 dataset
Level of theory: ωB97M-V with the def2-TZVPD basis set

Positions of all 112 atoms, in Å:
C: 3.34017 -4.70764 2.73408
C: 2.44891 -4.68431 1.49245
C: 1.31202 -3.65917 1.67455
N: 1.42300 -2.51589 0.78027
P: -0.08918 -1.64765 0.29142
C: 0.97563 -0.05304 -0.08279
C: 2.35814 -0.11923 0.28292
O: 3.34183 -0.08092 -0.36805
F: 2.57248 -0.16759 1.65447
C: -1.60861 -0.58383 -0.31650
C: -2.99171 -1.15001 -0.24563
O: -3.80374 -0.86544 -1.10507
C: -3.48313 -2.04624 0.84696
C: -3.99393 -1.60623 2.03641
C: -4.42694 -2.51423 2.96052
C: -4.38524 -3.85675 2.72446
C: -3.90618 -4.30411 1.51580
C: -3.45311 -3.39637 0.60061
C: -0.29885 -1.16145 2.15636
C: -1.16058 -0.01563 2.66848
C: -0.47726 1.34423 2.96370
Cl: -1.81132 -0.55442 4.34437
C: -0.04314 -2.41412 -1.53381
I: 1.48243 -1.80382 -2.92694
C: -0.03681 -3.99575 -1.48325
C: -1.11709 -4.53789 -2.41935
I: 1.77899 -4.94949 -2.20528
H: 2.74074 -4.91034 3.60876
H: 3.76409 -3.71832 2.85390
H: 4.11682 -5.45492 2.63998
H: 2.00059 -5.66645 1.43323
H: 3.05227 -4.46138 0.62670
H: 1.41471 -3.31312 2.70000
H: 0.36394 -4.20138 1.63753
H: 1.99454 -2.80228 -0.00755
H: -0.92308 -2.79945 0.56100
H: 0.79335 0.42755 -1.02776
H: 0.55874 0.66111 0.61808
H: -1.61208 0.40470 0.13784
H: -1.49648 -0.30326 -1.35639
H: -4.02591 -0.55564 2.25523
H: -4.79909 -2.16907 3.90642
H: -4.71120 -4.58140 3.44524
H: -3.87639 -5.34288 1.25738
H: -3.08515 -3.75328 -0.34223
H: -0.66492 -2.03778 2.67030
H: 0.69641 -1.03214 2.55675
H: -2.08444 0.19533 2.16106
H: 0.54572 1.31583 2.62701
H: -0.42947 1.55582 4.01488
H: -0.94520 2.14339 2.40464
H: -0.95048 -2.24705 -2.08658
H: -0.27551 -4.36350 -0.49723
H: -1.39232 -5.52032 -2.06299
H: -0.79013 -4.56516 -3.44520
H: -2.01467 -3.93486 -2.34395
C: -4.03485 -4.90401 -4.73185
O: -4.23268 -5.02352 -3.53584
N: -3.93873 -5.98496 -5.57364
N: -3.89054 -3.68714 -5.32945
H: -3.77937 -5.90606 -6.55879
H: -4.03529 -6.89317 -5.16350
H: -3.95455 -2.88118 -4.73625
H: -3.73296 -3.55869 -6.30995
C: -1.24273 3.82620 -0.55924
O: -0.32696 3.01983 -0.59940
N: -1.02450 5.17022 -0.55695
N: -2.55583 3.43240 -0.52492
H: -1.75253 5.85665 -0.54453
H: -0.07373 5.48163 -0.59349
H: -2.74042 2.44546 -0.53449
H: -3.32468 4.07256 -0.49407
C: 1.95567 4.28652 3.23624
O: 1.04774 3.78663 3.88133
N: 2.98830 3.56348 2.71777
N: 2.00799 5.63313 2.97328
H: 3.73538 3.96440 2.18156
H: 2.97990 2.57750 2.87722
H: 1.26682 6.20145 3.33459
H: 2.74286 6.06404 2.44515
C: -6.38589 -1.41555 -6.55587
O: -6.09473 -2.41373 -7.18910
N: -5.69160 -0.23973 -6.67623
N: -7.42291 -1.39122 -5.66543
H: -5.90953 0.58901 -6.15793
H: -4.92205 -0.22566 -7.31711
H: -7.94271 -2.23950 -5.54651
H: -7.67402 -0.58517 -5.12703
C: 6.46652 1.13589 3.50540
O: 7.50685 1.23246 4.14489
N: 6.43005 1.22835 2.14221
N: 5.25287 0.93432 4.10183
H: 5.58548 1.15468 1.59395
H: 7.30339 1.36863 1.67242
H: 5.23562 0.85686 5.10037
H: 4.39578 0.85144 3.58936
C: 6.30216 5.98291 3.43703
O: 6.46359 7.16339 3.16774
N: 7.12646 5.00033 2.96522
N: 5.27756 5.54727 4.23178
H: 7.01304 4.02374 3.17720
H: 7.88619 5.28509 2.37850
H: 4.65150 6.24082 4.59317
H: 5.12213 4.58221 4.46046
C: 0.68825 6.64070 -3.53374
O: -0.05453 7.00683 -2.63970
N: 1.10247 7.48053 -4.53592
N: 1.16307 5.36159 -3.60411
H: 1.71172 7.19842 -5.27867
H: 0.76919 8.42446 -4.50842
H: 0.87351 4.71916 -2.88647
H: 1.77411 5.03531 -4.32727

Forces on atoms 1 to 3 (eV/Å):
C -0.185 0.316 -0.574
C -0.261 0.110 1.102
C 0.690 0.009 0.105

Summary:
energy above the lowest of the compared OMol25 structures with the same formula, charge and spin: 0.0 kcal/mol
HOMO: -0.1833 hartree
max |F|: 1.9 eV/A
calculated total energy: -4020.4767 a.u.
net charge: -1
Kohn-Sham gap: 6.813 eV



Entry 2:
Formula: C26H57ClN7O9S
Source: the Open Molecules 2025 dataset
Level of theory: ωB97M-V with the def2-TZVPD basis set

Positions of all 101 atoms, in Å:
C: -4.62816 2.28537 0.73648
C: -4.28237 2.72731 -0.77842
C: -2.79144 3.38283 -0.72253
Cl: -1.64706 2.51796 0.42168
S: -2.07593 3.71506 -2.41113
C: -0.35247 4.37174 -2.02718
C: -0.63428 5.69856 -1.13681
O: -1.13224 6.71245 -1.65819
O: -0.35874 5.74175 0.26426
N: -1.92744 2.29958 -3.35981
C: -3.16128 1.98004 -4.15862
C: -1.36690 1.13900 -2.63286
C: 0.16661 0.74076 -2.50845
O: -2.19939 0.35694 -2.09126
H: -4.19929 3.01821 1.51559
H: -4.18997 1.22966 0.87969
H: -5.75896 2.21133 0.85512
H: -4.97757 3.61881 -1.01364
H: -4.37414 1.88970 -1.53857
H: -2.95775 4.42671 -0.25465
H: 0.15844 4.74066 -2.99179
H: 0.28583 3.62401 -1.45702
H: -1.08513 5.27513 0.74652
H: -3.31355 0.87412 -4.37247
H: -3.01924 2.48283 -5.18410
H: -4.06409 2.41535 -3.62139
H: 0.32384 -0.35049 -2.82489
H: 0.81469 1.42677 -3.15378
H: 0.47419 0.82795 -1.40168
C: -0.27376 7.91395 2.90547
C: -0.94961 6.88280 3.76688
O: -1.73587 6.06022 3.30131
N: -0.66907 6.87686 5.09558
C: 0.22012 7.75360 5.82875
H: -0.60041 7.78830 1.87325
H: -0.54576 8.91921 3.23394
H: 0.80974 7.78330 2.94412
H: -1.16047 6.15650 5.60618
H: 0.98637 7.14159 6.30902
H: -0.36076 8.26588 6.59843
H: 0.69618 8.48987 5.18501
C: -0.36451 -1.03641 1.20462
C: 0.87558 -1.67341 0.63649
O: 0.86677 -2.27795 -0.42994
N: 2.03106 -1.56271 1.34400
C: 2.24931 -0.89637 2.61246
H: -1.20270 -1.20895 0.52841
H: -0.60530 -1.47927 2.17333
H: -0.21811 0.04139 1.30589
H: 2.81780 -2.01451 0.89901
H: 3.00667 -0.12361 2.46532
H: 2.62517 -1.63436 3.32376
H: 1.34097 -0.44416 3.00495
C: -2.68543 4.08922 -7.51911
C: -4.10442 3.60305 -7.65847
O: -4.70070 3.04627 -6.74010
N: -4.72721 3.79721 -8.84892
C: -4.20380 4.42637 -10.04386
H: -2.32176 3.86521 -6.51633
H: -2.04179 3.58201 -8.24080
H: -2.64248 5.17006 -7.66773
H: -5.67461 3.44594 -8.86776
H: -4.84133 5.27768 -10.29074
H: -4.24551 3.70175 -10.85951
H: -3.17885 4.76740 -9.91523
C: 3.26608 -3.86607 7.29476
C: 2.58976 -3.00784 6.26066
O: 2.81330 -1.80665 6.16314
N: 1.70458 -3.60449 5.41604
C: 1.30675 -4.99581 5.36806
H: 3.94027 -3.25044 7.89035
H: 2.52233 -4.30815 7.96112
H: 3.85180 -4.64905 6.80828
H: 1.29226 -2.96570 4.75158
H: 1.54683 -5.38511 4.37634
H: 0.22626 -5.04794 5.52068
H: 1.80882 -5.59523 6.12390
C: 6.42810 -5.32884 2.28994
C: 5.01057 -5.81236 2.14205
O: 4.41900 -6.38110 3.05119
N: 4.38488 -5.60071 0.95176
C: 4.90564 -4.95480 -0.23415
H: 6.78939 -5.56925 3.28989
H: 7.07245 -5.82507 1.56116
H: 6.47147 -4.24551 2.15808
H: 3.43791 -5.95204 0.92833
H: 4.26456 -4.10090 -0.46612
H: 4.86179 -5.66965 -1.05854
H: 5.93058 -4.61386 -0.10453
C: 0.49509 -6.46052 -1.71955
C: 1.31219 -7.72474 -1.73743
O: 2.20316 -7.91135 -2.55533
N: 1.03619 -8.67831 -0.80601
C: 0.03285 -8.64989 0.23706
H: 0.83205 -5.80012 -2.51862
H: -0.55932 -6.69217 -1.88467
H: 0.62521 -5.94329 -0.76625
H: 1.62563 -9.49544 -0.88204
H: 0.53616 -8.75522 1.20077
H: -0.63844 -9.49896 0.09120
H: -0.54387 -7.72746 0.22906

Forces on atoms 1 to 3 (eV/Å):
C 0.051 -0.752 -0.564
C 0.261 1.129 0.991
C -1.105 0.172 1.087

Summary:
HOMO: -0.3922 hartree
max |F|: 5.3 eV/A
calculated total energy: -2943.4382 a.u.
net charge: +1
Kohn-Sham gap: 7.185 eV



Question: Among the records above, which one has the highest net charge?
Answer: C26H57ClN7O9S



Question: Among the records above, which one has the lowest max |F|?
Answer: C26H57ClFI2N15O9P



Question: HOMO of number 1 (C26H57ClFI2N15O9P)?
Answer: -0.1833 hartree



Question: Which of these has the lowest max |F|?
Answer: C26H57ClFI2N15O9P